No. 1
# C10H14BCl2F7O4STa

A molecular structure, C10H14BCl2F7O4STa at a distorted geometry (the ωB97M-V functional and the def2-TZVPD basis, OMol25).

Each line ends with the Mulliken charge.
Cartesian coordinates (Å):
Ta 0.378 0.770 -0.629  0.338
Cl -0.133 -2.782 -1.432  -0.209
Cl -3.061 0.774 -2.166  -0.189
S 1.118 -0.472 1.465  0.672
F -2.312 0.178 2.092  -0.237
F -3.067 -2.195 3.738  -0.216
F -3.316 -0.021 4.689  -0.261
F -1.030 -2.301 1.622  -0.239
F -1.559 -1.404 5.521  -0.222
F -0.748 0.874 3.816  -0.245
F 0.438 -2.135 3.494  -0.282
O 1.853 0.590 2.373  -0.632
O 3.001 -1.158 -1.685  -0.294
O 2.210 -1.584 1.214  -0.580
O 2.464 0.810 -3.169  -0.565
C 1.764 2.567 0.025  -0.982
C -2.291 -1.055 4.282  0.526
C 0.985 3.673 0.951  -0.027
C 2.912 -2.028 -2.888  -0.483
C -0.856 -1.036 -1.454  -0.172
C -1.332 -0.305 3.136  0.526
C -0.251 -1.312 2.430  0.415
C -0.155 4.431 0.369  -0.589
C -2.235 -0.923 -2.056  0.287
C -3.018 -2.257 -2.657  -0.910
B 2.152 0.025 -1.922  0.643
H -0.570 4.041 -0.677  0.135
H 1.420 3.839 2.050  0.243
H -0.214 1.727 -2.138  -0.096
H 1.813 -1.858 -3.316  0.190
H -2.881 -3.219 -2.006  0.286
H 3.752 -1.827 -3.680  0.202
H -1.082 1.488 0.269  -0.025
H -2.566 -2.511 -3.732  0.245
H 3.392 1.186 -3.120  0.258
H 2.767 2.153 0.491  0.407
H -4.194 -2.060 -2.709  0.273
H 2.917 -3.157 -2.503  0.163
H 2.087 3.076 -1.005  0.419
H -0.554 5.398 0.915  0.229

Properties
LUMO level ... 0.9360 eV
HOMO-LUMO gap ... 6.16 eV
HOMO ... -5.2 eV
Multiplicity ... 1
Charge ... -1


No. 2
# C32H30ClN4O5PW

A molecular structure, C32H30ClN4O5PW at a distorted geometry (the ωB97M-V functional and the def2-TZVPD basis, OMol25).

Each line ends with the Mulliken spin population.
Cartesian coordinates (Å):
W -0.208 0.400 0.223  1.566
Cl 1.895 -5.734 3.530  -0.002
P 1.165 1.963 -2.769  0.006
O 1.367 0.453 2.415  0.044
O 0.318 1.117 -1.794  0.006
O 1.407 1.532 0.524  0.043
O -2.781 -4.436 -3.169  -0.002
O 0.701 -1.130 0.126  0.073
N -1.508 1.958 0.710  -0.024
N -1.728 -0.436 -0.944  -0.054
N -2.899 -4.597 -0.918  0.000
N -1.189 -0.367 1.863  -0.018
C 5.121 -0.111 -0.349  -0.002
C 3.475 0.622 1.242  -0.014
C 0.051 2.571 -4.066  0.001
C 1.500 -4.414 2.500  -0.015
C -4.308 2.168 3.158  -0.015
C -3.243 -1.655 -2.998  0.044
C -4.167 0.932 3.754  0.005
C 0.562 -3.484 2.908  0.048
C 6.115 0.091 0.602  0.001
C 0.950 -2.233 0.877  0.044
C -3.567 3.776 1.421  0.026
C -2.676 -2.416 -1.968  -0.013
C -2.689 4.054 0.391  -0.007
C -3.113 -0.272 -2.933  -0.016
C 5.784 0.514 1.882  0.000
C 0.232 -2.366 2.108  0.052
C -3.167 0.047 3.367  -0.014
C 1.864 -3.190 0.469  -0.031
C -0.772 -1.465 2.544  0.058
C -3.445 2.552 2.117  -0.002
C 3.803 0.167 -0.039  -0.011
C -2.264 0.400 2.360  0.013
C 1.932 3.368 -1.896  -0.003
C -1.943 -1.799 -0.981  0.065
C 4.460 0.761 2.215  -0.001
C -1.688 3.158 0.064  0.004
C -2.417 1.660 1.719  0.023
C 2.045 0.878 1.474  0.014
C -2.808 -3.920 -2.082  0.000
C -2.382 0.291 -1.913  0.047
C 2.141 -4.285 1.266  0.037
C 2.418 0.945 -3.597  0.005
H 3.015 3.304 -1.960  0.000
H -3.148 -4.154 -0.049  0.000
H 2.879 1.548 -4.377  0.000
H -3.748 -2.163 -3.804  0.000
H 7.149 -0.086 0.347  0.000
H 2.989 -0.003 -0.749  0.014
H -3.122 -0.922 3.836  0.000
H 0.078 -3.602 3.865  0.003
H 2.867 -5.016 0.953  0.001
H 6.559 0.654 2.619  0.000
H -4.845 0.639 4.540  0.000
H -5.080 2.857 3.466  0.000
H 5.385 -0.480 -1.329  0.000
H 0.627 3.010 -4.877  0.000
H -0.632 3.326 -3.683  0.000
H -3.582 0.359 -3.671  0.001
H 1.935 0.079 -4.046  0.001
H 1.614 4.310 -2.336  0.000
H -0.526 1.729 -4.446  -0.001
H -4.339 4.471 1.705  0.000
H -2.294 1.371 -1.820  0.006
H -2.783 4.976 -0.162  0.002
H -1.476 -2.382 -0.188  0.006
H 3.194 0.611 -2.913  -0.001
H 1.638 3.351 -0.845  0.003
H -1.209 -1.669 3.513  -0.013
H 4.189 1.098 3.204  -0.001
H -0.984 3.371 -0.741  0.001
H 2.363 -3.062 -0.479  -0.001
H -3.057 -5.592 -0.990  0.000

Properties
LUMO level (alpha / beta) ... -6.8572 / -6.8062 eV
HOMO-LUMO gap (alpha / beta) ... 5.89 / 7.00 eV
HOMO (alpha / beta) ... -12.7 / -13.8 eV
Multiplicity ... 3
Charge ... +2
Energy relative to the best compared isomer or geometry (same formula, charge and spin) ... 115.4 kJ/mol


No. 3
# C2H4Br2

A molecular structure, C2H4Br2 at a distorted geometry (the ωB97M-V functional and the def2-TZVPD basis, OMol25).

Each line ends with the Mulliken charge.
Cartesian coordinates (Å):
Br 2.280 -1.596 -0.018  -0.112
Br 2.284 1.599 -0.024  -0.089
C -0.146 -0.027 -0.343  -1.078
C 1.192 0.003 0.419  -0.099
H -0.653 -0.934 -0.311  0.377
H 0.927 0.140 1.505  0.357
H -0.706 0.742 0.284  0.294
H -0.181 0.344 -1.338  0.350

Properties
LUMO level ... 0.5328 eV
HOMO-LUMO gap ... 10.65 eV
HOMO ... -10.1 eV
Multiplicity ... 1
Energy relative to the best compared isomer or geometry (same formula, charge and spin) ... 53.2 kJ/mol


No. 4
# C19H4Cl6F5LiO2S

A molecular structure, C19H4Cl6F5LiO2S (the ωB97M-V functional and the def2-TZVPD basis, OMol25).

Each line ends with the Mulliken charge.
Cartesian coordinates (Å):
Cl 0.806 -4.028 -6.133  -0.296
Cl 1.605 -1.643 2.145  -0.281
Cl -2.664 1.632 1.722  -0.263
Cl -2.947 1.675 4.840  -0.231
Cl 1.341 -1.589 5.272  -0.228
Cl -0.936 0.073 6.610  -0.238
S 1.417 2.895 0.433  -0.441
F -2.101 3.558 -3.209  -0.328
F -0.963 2.155 -1.264  -0.330
F 1.043 7.015 -2.598  -0.330
F -1.131 6.016 -3.922  -0.348
F 2.207 5.641 -0.646  -0.361
O -1.152 -1.765 -0.575  -0.558
O 0.942 -0.246 -1.659  -0.736
C 0.874 -1.062 -2.606  0.417
C -0.032 -3.084 -3.723  -0.812
C 0.810 -2.906 -4.782  0.240
C 0.553 5.805 -2.255  0.064
C 0.318 -0.676 2.892  1.316
C -1.673 0.765 4.086  -0.526
C -1.033 4.062 -2.564  -0.203
C 1.725 -0.927 -3.768  -0.732
C 0.690 3.809 -0.832  -0.001
C -0.547 5.306 -2.931  0.686
C -0.779 0.051 4.883  0.764
C -0.027 -2.188 -2.640  0.778
C 1.693 -1.812 -4.803  -0.457
C -0.527 0.015 2.057  -1.560
C 0.235 -0.685 4.280  -0.573
C 1.143 5.075 -1.243  0.430
C -0.973 -2.433 -1.581  -0.094
C -0.428 3.350 -1.549  0.186
C -1.515 0.720 2.707  0.663
Li -0.082 -0.046 -0.079  1.143
H 2.348 -1.678 -5.657  0.361
H -1.595 -3.344 -1.735  0.157
H -0.721 -3.922 -3.706  0.315
H 2.398 -0.080 -3.776  0.410

Properties
LUMO level ... 4.0521 eV
HOMO-LUMO gap ... 5.51 eV
HOMO ... -1.5 eV
Multiplicity ... 1
Charge ... -2
Energy relative to the best compared isomer or geometry (same formula, charge and spin) ... 0.0 kJ/mol


No. 5
# C20H38HgOPSSbSe5

A molecular structure, C20H38HgOPSSbSe5 at a distorted geometry (the ωB97M-V functional and the def2-TZVPD basis, OMol25).

Each line ends with the Mulliken spin population.
Cartesian coordinates (Å):
Hg -0.532 -0.371 0.314  -0.002
Sb -1.815 -3.058 4.398  -0.049
Se -0.888 1.894 1.653  0.000
Se -0.956 -2.815 6.615  -0.010
Se -1.621 -5.213 3.210  0.544
Se -4.198 -3.522 3.948  0.524
Se -1.175 -1.081 2.989  -0.010
S -3.232 -2.164 0.667  0.008
P 1.498 -1.474 -0.463  -0.003
O -2.519 -1.351 -0.427  -0.003
C 1.102 -3.799 0.942  0.009
C 0.586 -1.289 -3.076  0.000
C -4.477 -3.057 -0.262  0.001
C 2.940 -0.834 0.491  0.000
C -1.021 4.563 -1.652  0.000
C 1.739 -0.831 -2.183  0.000
C -4.327 -0.981 1.440  -0.003
C -1.271 2.108 -1.680  0.000
C 1.362 -3.301 -0.482  0.008
C -0.637 4.676 1.080  0.000
C -0.438 4.855 2.565  0.000
C -1.025 3.380 -0.918  0.000
C 3.088 -1.054 -2.866  0.000
C 2.566 -0.506 1.939  0.000
C -0.639 5.829 0.306  0.000
C -0.830 5.803 -1.067  0.000
C -0.828 3.419 0.473  0.000
C -0.827 7.068 -1.882  0.000
C 4.180 -1.730 0.453  0.000
C 2.468 -4.121 -1.146  0.000
H 2.715 -3.790 -2.153  0.000
H 0.580 -0.715 -4.004  0.000
H -0.487 6.784 0.803  0.000
H -1.628 7.743 -1.574  0.000
H 3.926 -0.737 -2.245  0.000
H -1.329 5.296 3.018  0.000
H -3.687 -0.255 1.941  -0.006
H -1.410 2.321 -2.741  0.000
H -4.923 -1.514 2.179  0.008
H 0.440 -3.441 -1.060  0.000
H 4.024 -2.619 1.066  0.000
H -0.965 6.850 -2.942  0.000
H 0.114 7.610 -1.771  0.000
H -1.182 4.507 -2.725  0.000
H 0.713 -4.816 0.919  -0.002
H 3.161 0.106 -0.030  0.000
H -5.119 -3.556 0.463  -0.004
H 3.453 -0.134 2.457  0.000
H 3.243 -2.095 -3.145  0.000
H -0.234 3.920 3.080  0.000
H -3.960 -3.803 -0.862  0.000
H -0.421 1.427 -1.585  0.000
H -0.388 -1.163 -2.596  0.000
H 0.695 -2.344 -3.338  0.000
H 2.198 -1.384 2.473  0.000
H 2.123 -5.155 -1.215  0.000
H -4.936 -0.512 0.667  0.002
H -5.038 -2.372 -0.896  0.000
H 3.376 -4.125 -0.548  0.000
H 1.641 0.249 -2.021  0.000
H 5.022 -1.184 0.883  0.000
H 0.396 5.535 2.752  0.000
H 2.027 -3.806 1.524  -0.002
H 3.122 -0.465 -3.785  0.000
H 1.787 0.255 2.004  0.000
H -2.158 1.583 -1.313  0.000
H 0.373 -3.193 1.484  -0.010
H 4.461 -2.050 -0.549  0.000

Properties
LUMO level (alpha / beta) ... 1.9480 / 1.9063 eV
HOMO-LUMO gap (alpha / beta) ... 6.16 / 6.16 eV
HOMO (alpha / beta) ... -4.2 / -4.3 eV
Multiplicity ... 2
Charge ... -1
Energy relative to the best compared isomer or geometry (same formula, charge and spin) ... 77.9 kJ/mol


No. 6
# C3H3N5

A single C3H3N5 molecule at a distorted geometry (the ωB97M-V functional and the def2-TZVPD basis, OMol25).

Each line ends with the Mulliken charge.
Cartesian coordinates (Å):
N -0.015 0.629 2.177  -0.561
N -0.804 -1.107 -1.194  -0.137
N -1.158 0.065 -1.153  -0.171
N -0.280 1.168 -1.057  -0.047
N 0.342 1.481 -0.044  -0.164
C 0.934 -0.869 0.519  -0.410
C 0.396 -1.478 -0.533  -0.099
C 0.428 0.430 1.026  0.584
H 0.852 -2.467 -0.788  0.355
H 0.222 -0.298 2.691  0.281
H 1.784 -1.384 0.914  0.369

Properties
SMILES string ... [H]/N=c1\ccnnnn1
LUMO level ... -0.8220 eV
HOMO-LUMO gap ... 8.68 eV
HOMO ... -9.5 eV
Multiplicity ... 1
Energy relative to the best compared isomer or geometry (same formula, charge and spin) ... 389.7 kJ/mol


Question: What is the formula in the sixth record?
Answer: C3H3N5


Repeat the fourth record exactly.
# C19H4Cl6F5LiO2S

A molecular structure, C19H4Cl6F5LiO2S (the ωB97M-V functional and the def2-TZVPD basis, OMol25).

Each line ends with the Mulliken charge.
Cartesian coordinates (Å):
Cl 0.806 -4.028 -6.133  -0.296
Cl 1.605 -1.643 2.145  -0.281
Cl -2.664 1.632 1.722  -0.263
Cl -2.947 1.675 4.840  -0.231
Cl 1.341 -1.589 5.272  -0.228
Cl -0.936 0.073 6.610  -0.238
S 1.417 2.895 0.433  -0.441
F -2.101 3.558 -3.209  -0.328
F -0.963 2.155 -1.264  -0.330
F 1.043 7.015 -2.598  -0.330
F -1.131 6.016 -3.922  -0.348
F 2.207 5.641 -0.646  -0.361
O -1.152 -1.765 -0.575  -0.558
O 0.942 -0.246 -1.659  -0.736
C 0.874 -1.062 -2.606  0.417
C -0.032 -3.084 -3.723  -0.812
C 0.810 -2.906 -4.782  0.240
C 0.553 5.805 -2.255  0.064
C 0.318 -0.676 2.892  1.316
C -1.673 0.765 4.086  -0.526
C -1.033 4.062 -2.564  -0.203
C 1.725 -0.927 -3.768  -0.732
C 0.690 3.809 -0.832  -0.001
C -0.547 5.306 -2.931  0.686
C -0.779 0.051 4.883  0.764
C -0.027 -2.188 -2.640  0.778
C 1.693 -1.812 -4.803  -0.457
C -0.527 0.015 2.057  -1.560
C 0.235 -0.685 4.280  -0.573
C 1.143 5.075 -1.243  0.430
C -0.973 -2.433 -1.581  -0.094
C -0.428 3.350 -1.549  0.186
C -1.515 0.720 2.707  0.663
Li -0.082 -0.046 -0.079  1.143
H 2.348 -1.678 -5.657  0.361
H -1.595 -3.344 -1.735  0.157
H -0.721 -3.922 -3.706  0.315
H 2.398 -0.080 -3.776  0.410

Properties
LUMO level ... 4.0521 eV
HOMO-LUMO gap ... 5.51 eV
HOMO ... -1.5 eV
Multiplicity ... 1
Charge ... -2
Energy relative to the best compared isomer or geometry (same formula, charge and spin) ... 0.0 kJ/mol


Question: Which formula does entry 3 have?
Answer: C2H4Br2